Record 1
This record from the Open Molecules 2025 dataset describes a molecular structure, C30H21F7IrN4O2S2Se2. The level of theory is wB97M-V/def2-TZVPD.

Last column: natural (NBO) charge in e.
Element x y z (Å)
Ir 0.237 -0.589 -0.015  0.512
O -6.377 -0.081 -2.105  -0.718
C -6.076 -0.742 -0.893  -0.094
C -4.603 -0.618 -0.625  0.052
C -4.096 -0.784 0.657  -0.241
C -2.734 -0.708 0.860  0.078
N -1.875 -0.484 -0.138  -0.495
C -2.359 -0.269 -1.374  0.301
C -3.714 -0.334 -1.649  -0.252
C -1.354 0.107 -2.391  0.178
C -1.625 0.096 -3.746  -0.177
C -0.622 0.419 -4.649  0.032
C -0.876 0.302 -6.132  -0.097
O -2.210 0.617 -6.477  -0.705
C 0.610 0.806 -4.143  -0.247
C 0.808 0.795 -2.775  0.080
N -0.137 0.436 -1.908  -0.494
H -7.299 -0.238 -2.329  0.488
H -6.319 -1.810 -0.953  0.199
H -6.635 -0.319 -0.053  0.185
H -4.750 -0.973 1.497  0.238
H -2.306 -0.822 1.845  0.232
H -4.093 -0.157 -2.643  0.253
H -2.592 -0.211 -4.117  0.240
H -0.724 -0.742 -6.417  0.211
H -0.152 0.902 -6.689  0.185
H -2.277 1.555 -6.678  0.476
H 1.422 1.088 -4.799  0.234
H 1.762 1.073 -2.347  0.224
Se 0.449 1.402 1.692  0.497
Se 1.297 3.020 0.197  0.214
C -0.430 3.164 -0.626  0.071
C -0.568 3.805 -1.850  -0.279
C -1.835 3.848 -2.402  -0.140
C -2.899 3.280 -1.712  -0.260
C -2.649 2.689 -0.487  0.055
N -1.428 2.622 0.048  -0.499
C 2.184 0.766 2.193  0.078
C 2.669 1.054 3.450  -0.240
C 3.965 0.689 3.786  -0.081
C 4.764 0.115 2.808  -0.231
C 4.224 -0.164 1.576  0.100
N 2.927 0.076 1.301  -0.404
H 0.287 4.244 -2.347  0.235
H -1.990 4.315 -3.366  0.232
H -3.902 3.298 -2.114  0.239
H -3.448 2.248 0.098  0.211
H 2.028 1.574 4.147  0.256
H 4.344 0.869 4.783  0.248
H 5.802 -0.122 2.990  0.255
H 4.777 -0.621 0.767  0.264
F -0.779 -2.622 1.740  -0.383
C 0.328 -1.800 1.633  0.364
F 0.283 -1.077 2.851  -0.414
H 1.190 -2.466 1.734  0.136
F -1.987 -7.049 1.201  -0.275
C -1.459 -6.006 0.573  0.300
C -2.277 -5.116 -0.103  0.248
F -3.598 -5.299 -0.108  -0.287
C -1.715 -4.035 -0.755  0.394
F -2.549 -3.192 -1.378  -0.322
C -0.346 -3.796 -0.752  -0.348
S 0.373 -2.414 -1.572  -0.060
C 0.445 -4.705 -0.060  0.393
F 1.765 -4.520 0.024  -0.304
C -0.091 -5.797 0.599  0.251
F 0.695 -6.637 1.268  -0.281
S 3.305 -1.037 -1.085  0.061
C 2.281 -0.472 0.033  -0.175

Atomic forces in eV per Å
1.14 0.98 1.14
0.00 0.02 0.00
0.00 -0.04 0.01
0.02 0.01 -0.04
-0.01 0.04 -0.01
-0.02 0.03 0.04
-0.08 -0.44 -0.33
0.02 0.01 0.07
-0.03 0.03 0.05
0.02 -0.04 -0.02
0.01 0.05 -0.02
-0.05 0.09 0.02
-0.02 -0.04 0.03
-0.01 0.00 -0.03
-0.03 0.01 0.02
0.11 0.08 0.04
-0.06 -0.21 -0.24
0.00 -0.01 -0.01
-0.01 0.01 0.01
0.01 0.01 -0.01
0.01 0.01 0.02
0.02 -0.12 -0.01
0.01 0.03 -0.01
-0.02 0.03 0.01
0.05 0.02 -0.02
-0.01 0.00 0.00
0.00 0.01 0.02
0.01 0.01 0.01
0.02 -0.08 0.00
-0.52 -0.83 -0.94
0.11 0.15 0.06
-0.07 0.06 0.06
0.04 -0.01 0.04
0.00 -0.02 0.00
0.03 0.02 0.00
-0.01 0.06 -0.01
0.01 0.14 0.01
0.17 0.05 -0.01
0.08 0.10 -0.01
-0.03 -0.07 -0.12
0.01 0.14 0.06
-0.11 -0.26 0.04
0.00 0.30 0.25
-0.01 -0.02 -0.04
-0.02 0.03 0.01
-0.02 -0.01 0.01
-0.01 -0.03 -0.01
0.02 0.00 0.01
0.03 0.04 -0.01
0.00 -0.03 0.02
-0.04 -0.10 0.03
-0.02 0.07 0.05
-0.18 -0.19 -0.09
0.10 0.00 0.00
0.03 0.07 -0.04
0.00 0.00 0.01
0.00 0.05 0.00
0.02 -0.01 0.03
0.00 -0.01 -0.02
0.06 -0.03 -0.01
-0.01 -0.02 -0.02
-0.05 -0.05 -0.07
-0.22 0.26 0.58
-0.05 0.00 -0.01
0.01 -0.01 0.00
0.01 0.00 -0.02
0.00 -0.01 -0.01
0.00 0.40 0.04
-0.46 -0.74 -0.62

Its spin multiplicity is 1. As for the molar mass: 1016.78 g mol⁻¹. For the energy above the lowest of the compared OMol25 structures with the same formula, charge and spin, the calculation gives 0.000 eV. The gap between HOMO and LUMO is 6.207 eV. The value obtained for the HOMO energy is -10.3 eV. Its total charge is +1. The lowest unoccupied orbital energy is -4.13 eV.

=====

Record 2
This record from the Open Molecules 2025 dataset describes a molecular structure, C30H21F8NO5PdSb. The level of theory is wB97M-V/def2-TZVPD.

Last column: natural (NBO) charge in e.
Element x y z (Å)
Pd -0.005 0.281 -0.556  0.845
O -1.810 -1.014 0.096  -0.754
C -1.573 -1.913 1.184  -0.073
C -1.180 -1.179 2.462  -0.276
N 0.057 -0.391 2.373  -0.220
C 1.265 -1.029 2.377  -0.288
C 1.902 -1.681 0.829  0.859
O 2.936 -2.218 1.018  -0.477
O 1.103 -1.470 -0.123  -0.704
C -0.069 1.050 2.498  -0.324
C -0.881 1.556 1.283  0.727
O -2.079 1.288 1.245  -0.676
O -0.199 2.191 0.387  -0.649
H -2.485 -0.359 0.361  0.536
H -0.800 -2.596 0.856  0.215
H -2.476 -2.486 1.394  0.208
H -1.059 -1.912 3.261  0.240
H -1.979 -0.498 2.727  0.254
H 1.237 -1.971 2.918  0.252
H 2.083 -0.382 2.672  0.259
H 0.916 1.499 2.526  0.249
H -0.634 1.303 3.395  0.243
F -1.465 6.351 -5.182  -0.303
C -1.474 5.145 -4.606  0.431
C -0.438 4.807 -3.759  -0.274
C -0.445 3.549 -3.174  -0.187
C -1.479 2.659 -3.445  -0.453
C -2.530 3.039 -4.282  -0.132
C -2.528 4.293 -4.874  -0.294
Sb -1.583 0.725 -2.641  1.534
C -3.496 0.878 -1.777  -0.441
C -3.857 2.109 -1.230  -0.169
C -5.081 2.258 -0.600  -0.296
C -5.918 1.162 -0.515  0.498
F -7.098 1.302 0.098  -0.316
C -5.587 -0.072 -1.035  -0.310
C -4.357 -0.214 -1.663  -0.204
C -1.841 -0.514 -4.304  -0.417
C -1.504 -0.010 -5.559  -0.182
C -1.729 -0.782 -6.689  -0.293
C -2.264 -2.045 -6.531  0.501
F -2.481 -2.788 -7.619  -0.312
C -2.574 -2.579 -5.295  -0.295
C -2.347 -1.807 -4.167  -0.195
H 0.353 5.520 -3.567  0.247
H 0.345 3.288 -2.483  0.227
H -3.359 2.367 -4.474  0.218
H -3.324 4.612 -5.535  0.247
H -3.188 2.958 -1.291  0.235
H -5.386 3.202 -0.165  0.246
H -6.284 -0.896 -0.950  0.244
H -4.092 -1.178 -2.075  0.220
H -1.075 0.980 -5.668  0.236
H -1.493 -0.419 -7.681  0.248
H -2.976 -3.581 -5.229  0.245
H -2.557 -2.227 -3.192  0.218
F 0.917 0.613 -3.793  -0.306
C 1.802 1.023 -2.871  0.279
C 1.581 0.898 -1.516  -0.209
C 2.583 1.292 -0.645  0.342
F 2.451 1.156 0.682  -0.325
C 3.768 1.826 -1.108  0.278
F 4.719 2.203 -0.265  -0.270
C 3.958 1.967 -2.467  0.294
F 5.091 2.479 -2.926  -0.265
C 2.983 1.558 -3.350  0.286
F 3.183 1.675 -4.659  -0.271

Atomic forces in eV per Å
-0.44 -1.74 -1.71
0.16 -0.08 0.05
0.03 0.17 -0.08
0.03 0.07 0.00
0.04 0.13 -0.40
-0.29 0.20 0.53
0.31 -0.40 -0.66
-0.12 0.19 -0.02
-0.22 0.38 0.93
0.15 -0.04 0.13
-0.28 1.22 0.05
-0.03 0.19 0.16
-0.37 -0.83 0.40
0.09 0.04 0.00
0.09 -0.08 -0.06
-0.08 -0.03 0.00
0.06 -0.06 0.01
-0.04 0.06 0.13
-0.02 -0.12 -0.15
0.07 -0.02 -0.09
0.08 0.03 0.02
-0.02 -0.12 0.09
0.00 -0.01 0.01
0.00 0.08 -0.03
0.09 -0.01 0.06
-0.06 0.03 0.03
0.06 -0.02 -0.07
0.08 0.09 -0.04
-0.11 -0.10 -0.02
0.03 0.59 0.55
0.00 -0.16 0.18
-0.10 -0.07 0.00
0.08 0.13 0.01
-0.09 0.07 0.06
0.00 0.00 0.00
0.08 -0.16 -0.08
-0.11 0.13 0.00
0.20 -0.21 0.08
-0.13 -0.16 -0.03
0.08 0.16 0.01
-0.01 -0.05 -0.07
-0.01 -0.01 -0.01
-0.02 -0.05 0.13
0.06 0.12 -0.17
-0.04 -0.03 0.00
0.05 -0.05 0.00
0.02 0.00 -0.03
0.03 -0.01 0.04
0.01 0.00 0.03
0.01 -0.06 -0.04
0.03 0.03 0.00
-0.01 -0.01 0.00
-0.02 -0.02 0.00
0.00 -0.02 0.03
0.02 0.02 -0.01
0.00 -0.01 0.01
-0.15 0.00 0.01
0.37 -0.07 0.16
-0.23 0.48 0.41
0.30 0.17 -0.51
-0.13 -0.09 0.16
0.10 0.01 0.19
-0.02 -0.01 0.03
0.35 0.16 -0.18
-0.02 -0.02 0.01
0.03 0.00 -0.27
-0.02 -0.01 0.05

Its spin multiplicity is 1. As for the molar mass: 855.66 g mol⁻¹. For the energy above the lowest of the compared OMol25 structures with the same formula, charge and spin, the calculation gives 3.062 eV. The gap between HOMO and LUMO is 4.556 eV. The value obtained for the HOMO energy is -11.3 eV. Its total charge is +1. The lowest unoccupied orbital energy is -6.78 eV.

=====

Record 3
This record from the Open Molecules 2025 dataset describes a molecular structure, C30H22Cl52FN3O3. The level of theory is wB97M-V/def2-TZVPD.

Last column: Löwdin charge in e.
Element x y z (Å)
C 5.640 -2.638 -0.481  -0.147
C 5.154 -1.369 -1.401  -0.238
C 3.566 -1.478 -1.805  -0.196
N 2.609 -1.404 -0.629  -0.056
N 1.748 -0.341 -0.864  -0.061
C 1.876 0.871 0.058  -0.172
O 2.922 1.350 0.741  -0.081
C 0.358 1.489 0.070  0.042
C -0.253 2.933 0.550  -0.085
F 0.644 3.985 1.099  -0.155
C -1.908 3.112 0.394  -0.012
C -2.892 1.890 -0.185  -0.064
C -2.245 0.455 -0.645  -0.219
C -3.058 -0.858 -1.194  -0.118
C -4.562 -0.543 -1.783  -0.166
N -5.455 -1.680 -1.341  -0.147
C -6.382 -1.304 -0.209  -0.207
C -5.814 -2.127 1.132  -0.131
C -6.158 -2.367 -2.488  -0.285
C -7.640 -2.014 -3.092  -0.048
O -5.484 -3.382 -3.089  -0.054
C -0.589 0.283 -0.510  -0.031
C 0.363 -0.998 -0.889  -0.171
O 0.010 -2.258 -1.164  0.003
H 5.952 -3.591 -1.112  0.030
H 6.632 -2.285 0.078  0.086
H 4.804 -3.006 0.279  0.084
H 5.313 -0.316 -0.901  0.112
H 5.791 -1.364 -2.408  0.099
H 3.331 -0.560 -2.520  0.127
H 3.399 -2.452 -2.464  0.095
H 3.101 -1.255 0.281  0.115
H -2.351 4.167 0.727  0.089
H -4.048 2.058 -0.254  0.094
H -2.370 -1.390 -1.982  0.125
H -3.220 -1.567 -0.248  0.139
H -4.459 -0.588 -2.971  0.145
H -4.969 0.525 -1.528  0.110
H -7.492 -1.652 -0.333  0.123
H -6.275 -0.155 0.084  0.117
H -5.362 -3.179 0.843  0.097
H -6.739 -2.331 1.819  0.050
H -5.057 -1.461 1.750  0.060
H -8.398 -2.778 -2.575  0.102
H -7.697 -2.257 -4.245  0.101
H -7.980 -0.924 -2.835  0.085
C -1.098 6.773 -1.702  -1.964
Cl -0.567 8.459 -1.476  0.507
Cl -0.344 5.741 -0.461  0.620
Cl -2.871 6.684 -1.552  0.494
Cl -0.610 6.209 -3.320  0.511
C -4.398 9.279 1.780  -2.008
Cl -3.111 9.448 0.560  0.480
Cl -4.983 7.596 1.797  0.498
Cl -3.752 9.700 3.386  0.514
Cl -5.746 10.372 1.377  0.512
C 3.702 1.078 4.389  -1.975
Cl 2.688 2.317 3.608  0.549
Cl 4.134 -0.173 3.196  0.522
Cl 5.186 1.835 5.020  0.456
Cl 2.799 0.331 5.731  0.519
C -1.398 2.160 -4.336  -1.945
Cl -1.697 0.667 -5.261  0.500
Cl 0.266 2.721 -4.637  0.510
Cl -2.552 3.417 -4.848  0.509
Cl -1.609 1.833 -2.597  0.695
C 9.102 2.573 3.469  -1.985
Cl 9.314 2.841 5.217  0.472
Cl 8.818 4.135 2.659  0.521
Cl 10.570 1.816 2.801  0.517
Cl 7.705 1.501 3.198  0.488
C 7.602 -4.640 -4.175  -1.983
Cl 5.996 -3.868 -4.193  0.513
Cl 8.264 -4.595 -2.521  0.517
Cl 7.453 -6.333 -4.710  0.492
Cl 8.695 -3.763 -5.276  0.524
C -6.198 -2.247 5.236  -1.972
Cl -5.986 -1.979 6.984  0.457
Cl -6.482 -0.686 4.426  0.486
Cl -4.730 -3.005 4.568  0.529
Cl -7.595 -3.319 4.965  0.521
C 6.102 5.456 7.176  -1.991
Cl 6.314 5.724 8.925  0.512
Cl 5.818 7.018 6.366  0.514
Cl 7.570 4.699 6.509  0.461
Cl 4.705 4.384 6.905  0.490
C -6.198 -0.631 11.129  -1.990
Cl -5.667 1.055 11.355  0.515
Cl -5.444 -1.663 12.370  0.516
Cl -7.971 -0.720 11.279  0.516
Cl -5.710 -1.195 9.511  0.450
C 1.002 -2.767 -5.632  -1.991
Cl 0.910 -2.890 -7.407  0.494
Cl -0.442 -3.521 -4.909  0.528
Cl 2.463 -3.607 -5.053  0.504
Cl 1.076 -1.051 -5.158  0.483
C -8.898 2.383 3.862  -2.012
Cl -7.939 3.174 5.138  0.516
Cl -9.996 3.574 3.119  0.517
Cl -7.805 1.726 2.618  0.472
Cl -9.854 1.058 4.573  0.511
C 9.904 -9.495 -2.841  -2.003
Cl 8.891 -10.549 -1.823  0.513
Cl 9.837 -10.057 -4.531  0.511
Cl 9.301 -7.821 -2.748  0.463
Cl 11.589 -9.552 -2.263  0.511
C 3.904 -2.971 -10.706  -2.011
Cl 4.592 -2.426 -9.155  0.505
Cl 2.126 -2.949 -10.608  0.490
Cl 4.441 -1.881 -12.009  0.511
Cl 4.460 -4.628 -11.052  0.511

Atomic forces in eV per Å
0.64 0.16 0.15
-0.44 -0.32 -0.61
1.49 0.18 -1.49
3.06 -0.02 -0.73
-2.13 -0.56 2.71
1.34 2.55 2.25
-6.28 -3.72 -4.97
-2.52 -0.56 -0.29
-1.99 -3.30 -1.23
-2.86 -3.54 -1.52
1.80 -2.42 -0.36
4.38 -0.79 0.96
2.34 1.73 2.13
0.06 0.85 1.09
1.44 -0.38 -1.70
-2.65 0.97 -1.76
0.89 -0.58 2.27
-0.82 0.14 0.22
3.41 -4.63 -3.19
-0.25 -0.72 0.91
-4.06 6.38 3.61
-1.41 2.96 1.74
-2.72 -1.69 -0.50
2.68 8.43 1.67
-0.85 2.16 1.10
-2.26 -0.94 -0.90
1.87 1.00 -1.47
-0.22 -2.22 -0.67
-1.41 -0.01 2.14
0.42 -1.93 1.50
0.17 1.90 1.66
-0.30 -0.11 -1.15
0.96 -2.72 -0.86
2.62 -0.20 0.16
-1.44 0.98 1.62
0.55 1.48 -2.14
-0.29 0.17 2.57
0.67 -2.13 -0.21
2.14 0.89 -0.21
-0.61 -2.34 -0.97
-0.80 2.36 0.46
1.77 0.40 -1.06
-1.40 -1.53 -1.39
1.61 1.74 -1.04
0.49 0.63 2.50
0.72 -2.08 -0.56
0.10 -0.10 0.03
-0.09 -0.33 -0.10
-0.22 0.94 -0.76
0.35 -0.08 -0.09
-0.12 0.14 0.43
0.08 0.12 -0.03
-0.38 -0.01 0.41
0.13 0.35 -0.01
-0.17 -0.12 -0.39
0.31 -0.28 0.10
-0.07 0.19 -0.03
0.29 -0.31 0.36
0.00 0.19 0.33
-0.71 -0.43 -0.13
0.20 0.13 -0.29
0.07 0.17 -0.16
-0.15 0.47 0.26
-0.26 -0.12 0.02
0.20 -0.23 0.05
0.07 0.61 -2.45
-0.04 -0.07 -0.21
0.42 -0.51 -0.63
0.06 -0.38 0.24
-0.31 0.19 0.17
0.70 0.31 -0.09
-0.02 -0.07 -0.16
0.35 -0.14 0.01
-0.12 0.00 -0.37
-0.24 0.73 -0.12
-0.28 -0.21 0.30
0.15 -0.05 -0.09
-0.31 -0.34 -1.37
0.06 -0.40 0.30
-0.35 0.17 0.14
0.32 0.27 0.06
-0.06 0.09 0.10
-0.05 -0.05 -0.37
0.07 -0.36 0.18
-0.85 0.48 0.30
0.38 0.51 0.22
0.00 0.01 0.16
-0.13 -0.43 -0.08
-0.19 0.26 -0.31
0.44 0.02 -0.06
0.03 0.48 1.33
-0.12 -0.01 0.06
0.08 0.05 0.48
0.39 0.23 -0.16
-0.30 0.13 -0.17
0.20 -0.52 -0.09
-0.12 0.05 0.16
-0.22 -0.23 -0.35
0.30 -0.31 0.16
-0.22 0.18 0.16
0.26 0.33 -0.20
0.03 0.06 0.10
0.24 0.25 -0.25
0.01 0.14 0.38
0.42 -0.74 0.22
-0.38 -0.01 -0.15
0.06 0.00 0.04
-0.19 -0.14 -0.37
0.41 0.00 -0.12
-0.14 -0.27 0.32
-0.15 0.41 0.09

Its spin multiplicity is 1. As for the molar mass: 2335.08 g mol⁻¹. The gap between HOMO and LUMO is 7.276 eV. The value obtained for the HOMO energy is -9.0 eV. The lowest unoccupied orbital energy is -1.75 eV.

=====

no.,energy (eV)
1,-215725.337
2,-74923.967
3,-695941.320